C18H42N6O7V as an isolated structure, computed with wB97M-V/def2-TZVPD.

Geometry as ORCA input:
```
! RIJCOSX wB97M-V def2-TZVPD def2/J DEFGRID3
* xyz 1 3
O -1.626 -1.960 0.495
V -0.590 -0.838 0.127
C 1.798 -2.282 -1.905
O 0.946 -1.614 -1.304
N 3.132 -2.156 -1.647
C 4.058 -3.166 -2.168
C 3.742 -1.161 -0.733
H 1.527 -3.095 -2.596
H 4.237 -3.983 -1.469
H 5.019 -2.711 -2.411
H 3.604 -3.721 -2.989
H 3.989 -1.574 0.245
H 4.702 -0.786 -1.086
H 3.153 -0.249 -0.630
C -1.553 -0.215 -3.192
O -1.520 -0.629 -1.980
N -1.826 1.059 -3.520
C -1.748 1.498 -4.904
C -2.169 2.093 -2.554
H -1.248 -0.864 -4.028
H -1.443 0.702 -5.583
H -0.961 2.250 -4.958
H -2.706 1.898 -5.238
H -1.324 2.692 -2.216
H -2.858 2.826 -2.974
H -2.551 1.681 -1.621
C 1.744 -2.752 1.816
O 0.891 -2.082 1.269
N 2.012 -4.043 1.501
C 3.164 -4.662 2.071
C 1.426 -4.774 0.379
H 2.257 -2.352 2.704
H 3.558 -4.135 2.940
H 3.962 -4.767 1.336
H 2.892 -5.676 2.366
H 0.994 -5.743 0.628
H 0.585 -4.219 -0.038
H 2.250 -4.841 -0.332
C 0.899 2.052 -0.619
O 0.410 0.983 -0.271
N 1.598 2.278 -1.732
C 1.997 3.588 -2.146
C 1.738 1.243 -2.785
H 0.877 2.957 0.008
H 1.372 3.968 -2.955
H 3.030 3.611 -2.494
H 2.045 4.334 -1.353
H 1.101 1.342 -3.664
H 2.762 1.290 -3.154
H 1.574 0.232 -2.413
C -3.445 1.109 0.882
O -2.477 0.474 0.392
N -3.456 2.408 1.128
C -4.593 3.056 1.858
C -2.343 3.293 0.892
H -4.350 0.633 1.290
H -4.815 3.984 1.330
H -4.239 3.307 2.857
H -5.526 2.500 1.955
H -1.646 2.924 0.140
H -2.747 4.217 0.477
H -1.797 3.521 1.807
C -0.566 0.695 3.288
O -0.597 0.154 2.174
N -1.433 0.378 4.241
C -1.493 1.243 5.425
C -2.497 -0.645 4.160
H 0.119 1.474 3.656
H -2.540 1.431 5.664
H -1.050 2.237 5.353
H -0.965 0.837 6.288
H -3.396 -0.249 4.633
H -2.813 -0.963 3.167
H -2.259 -1.549 4.721
*
```

The expectation value of S² is 2.02. As for the orbital gap (spin up / spin down): 0.208 / 0.322 hartree. The value obtained for the HOMO energy (spin up / spin down) is -0.27094 / -0.38490 hartree. The value obtained for the LUMO energy (spin up / spin down) is -1.7 / -1.7 eV.

***

C28H29ClNO5S5SeTi as an isolated structure, computed with wB97M-V/def2-TZVPD.

Geometry as ORCA input:
```
! RIJCOSX wB97M-V def2-TZVPD def2/J DEFGRID3
* xyz -1 1
Ti 1.296 -0.644 0.111
C -1.606 3.005 2.961
C -2.822 2.191 2.449
S -2.273 0.694 1.603
C -3.847 0.051 1.002
C -3.686 -1.391 0.452
S -2.010 -2.049 0.247
C -1.707 -2.947 1.780
C -1.469 -2.112 3.030
S 0.056 -1.136 2.992
C -0.433 0.081 4.241
C 0.370 1.370 4.139
S 0.072 2.373 2.674
H -1.710 3.193 4.032
H -1.609 3.974 2.463
H -3.392 2.813 1.761
H -3.471 1.912 3.284
H -4.230 0.695 0.206
H -4.582 0.062 1.811
H -4.131 -1.435 -0.542
H -4.238 -2.102 1.070
H -0.839 -3.566 1.554
H -2.547 -3.624 1.958
H -1.441 -2.778 3.896
H -2.301 -1.417 3.163
H -0.304 -0.346 5.238
H -1.495 0.293 4.098
H 1.438 1.147 4.090
H 0.203 1.970 5.038
Cl 2.332 -6.105 -4.522
C 2.186 -4.609 -3.609
C 2.395 -3.397 -4.293
C 2.290 -2.233 -3.568
C 1.986 -2.245 -2.201
O 1.942 -1.081 -1.547
C 1.733 -3.469 -1.517
C 1.326 -3.522 -0.184
O 1.092 -2.432 0.520
C 1.873 -4.665 -2.288
H 2.639 -3.395 -5.345
H 2.458 -1.268 -4.031
H 1.126 -4.467 0.313
H 1.713 -5.624 -1.812
O -3.058 3.840 -0.175
S -2.030 3.610 -1.158
O -1.686 4.689 -2.040
N -0.697 2.996 -0.436
C -0.479 1.774 -0.826
O 0.453 1.023 -0.400
C -1.438 1.239 -1.859
C -1.435 0.017 -2.503
C -2.484 -0.256 -3.376
C -3.495 0.676 -3.595
C -3.477 1.918 -2.967
C -2.424 2.168 -2.111
H -0.644 -0.705 -2.346
H -2.509 -1.208 -3.892
H -4.301 0.435 -4.277
H -4.248 2.655 -3.147
Se 3.147 -0.050 1.676
C 4.213 1.126 0.597
C 4.713 0.717 -0.637
C 5.497 1.572 -1.398
C 5.797 2.848 -0.940
C 5.302 3.261 0.289
C 4.515 2.408 1.050
H 4.473 -0.272 -1.005
H 5.870 1.236 -2.359
H 6.405 3.516 -1.538
H 5.519 4.258 0.655
H 4.117 2.742 2.000
*
```

As for the orbital gap (spin up / spin down): 0.188 / 0.188 hartree. The value obtained for the HOMO energy (spin up / spin down) is -0.11129 / -0.11134 hartree. The energy relative to the best compared isomer or geometry (same formula, charge and spin) comes out at 0.000 eV. The value obtained for the LUMO energy (spin up / spin down) is 2.1 / 2.1 eV.

***

A 2-piece molecular cluster, C4H11NO overall, computed with wB97M-V/def2-TZVPD.

Geometry as ORCA input:
```
! RIJCOSX wB97M-V def2-TZVPD def2/J DEFGRID3
* xyz 0 1
N 0.902 1.360 0.384
C 2.135 0.653 0.039
C 1.766 -0.810 0.098
C 0.294 -0.862 -0.430
C -0.168 0.634 -0.311
H 0.735 1.207 1.371
H 2.535 1.031 -0.904
H 2.961 0.856 0.727
H 2.366 -1.516 -0.483
H 1.761 -1.243 1.101
H 0.338 -1.126 -1.483
H -0.246 -1.531 0.231
H -0.264 1.145 -1.271
H -1.117 0.604 0.219
H -4.440 -0.547 0.844
H -4.537 0.425 -0.276
O -5.019 -0.281 0.145
*
```

As for the orbital gap: 0.363 hartree. Its SMILES is C1CCNC1.O. The value obtained for the HOMO energy is -0.33897 hartree. The energy relative to the best compared isomer or geometry (same formula, charge and spin) comes out at 1.195 eV. The value obtained for the LUMO energy is 0.7 eV.

***

C21H38BrNO4PdSb as an isolated structure, computed with wB97M-V/def2-TZVPD.

Geometry as ORCA input:
```
! RIJCOSX wB97M-V def2-TZVPD def2/J DEFGRID3
* xyz 1 3
Pd 0.372 0.794 0.954
C -0.714 0.146 5.235
C 0.162 -0.349 4.103
C 0.908 -1.639 4.387
O -0.541 -0.479 2.902
C 1.372 0.836 3.938
O 2.015 0.946 4.942
O 1.365 1.376 2.836
H -1.465 -0.605 5.483
H -1.216 1.075 4.959
H -0.105 0.337 6.114
H 0.188 -2.445 4.518
H 1.505 -1.535 5.285
H 1.561 -1.890 3.555
H -1.363 0.039 2.953
O -1.711 6.661 -0.952
C -1.120 5.526 -0.599
C 0.195 5.188 -0.932
C 0.699 3.967 -0.531
N -0.011 3.066 0.145
C -1.253 3.411 0.474
Br -2.226 2.088 1.431
C -1.859 4.600 0.148
H -1.129 7.238 -1.464
H 0.812 5.868 -1.496
H 1.717 3.693 -0.766
H -2.868 4.832 0.441
C -1.199 -1.199 -3.773
C -1.394 -0.297 -2.570
C -1.065 1.149 -2.916
C -2.816 -0.396 -2.036
Sb -0.028 -0.865 -0.857
C 2.155 -0.540 -1.452
C 2.999 -1.184 -0.363
C 2.473 -1.063 -2.839
C 2.374 0.966 -1.361
C -0.466 -2.980 -0.134
C 0.680 -3.426 0.757
C -0.647 -3.919 -1.307
C -1.730 -2.848 0.700
H -1.879 -0.891 -4.566
H -1.415 -2.236 -3.534
H -0.185 -1.139 -4.161
H -1.825 1.547 -3.588
H -0.104 1.222 -3.423
H -1.048 1.775 -2.020
H -3.509 0.031 -2.761
H -2.930 0.152 -1.099
H -3.102 -1.434 -1.878
H 2.987 -2.268 -0.422
H 2.646 -0.865 0.630
H 4.035 -0.858 -0.462
H 2.237 -2.122 -2.933
H 3.535 -0.935 -3.047
H 1.922 -0.514 -3.600
H 2.247 1.304 -0.310
H 1.699 1.519 -2.015
H 3.398 1.199 -1.655
H 1.554 -3.703 0.173
H 0.376 -4.303 1.327
H 0.948 -2.643 1.469
H 0.210 -3.888 -1.977
H -1.544 -3.679 -1.872
H -0.748 -4.941 -0.943
H -1.571 -2.143 1.517
H -1.986 -3.816 1.132
H -2.577 -2.514 0.103
*
```

The expectation value of S² is 2.01. As for the orbital gap (spin up / spin down): 0.307 / 0.190 hartree. The value obtained for the HOMO energy (spin up / spin down) is -0.38545 / -0.41420 hartree. The value obtained for the LUMO energy (spin up / spin down) is -2.1 / -6.1 eV.

***

C44H42N2OP2S4TcTe as an isolated structure, computed with wB97M-V/def2-TZVPD.

Geometry as ORCA input:
```
! RIJCOSX wB97M-V def2-TZVPD def2/J DEFGRID3
* xyz 2 4
Tc -0.174 -1.473 0.228
S -1.084 -3.151 1.540
S -2.998 -3.605 1.031
S -3.170 -3.265 -0.997
S -1.811 -1.842 -1.424
O 1.098 0.731 2.699
C 2.320 0.363 3.206
C 3.126 1.176 3.992
C 4.348 0.700 4.435
C 4.797 -0.558 4.057
C 4.032 -1.321 3.195
C 2.778 -0.879 2.779
P 1.925 -1.720 1.390
C 3.338 -1.377 0.251
C 4.257 -2.324 -0.184
C 5.344 -1.935 -0.961
C 5.515 -0.607 -1.315
C 4.596 0.347 -0.889
C 3.517 -0.036 -0.110
C 2.072 -3.494 1.766
C 2.247 -3.977 3.059
C 2.239 -5.344 3.298
C 2.040 -6.237 2.258
C 1.834 -5.763 0.969
C 1.845 -4.401 0.727
C 0.093 1.243 3.478
C 0.226 1.787 4.748
C -0.875 2.365 5.361
C -2.102 2.410 4.721
C -2.246 1.802 3.488
C -1.161 1.180 2.872
P -1.393 0.294 1.282
C -1.440 1.713 0.137
C -0.285 1.980 -0.596
C -0.196 3.116 -1.385
C -1.273 3.988 -1.455
C -2.424 3.733 -0.722
C -2.509 2.604 0.079
C -3.116 -0.247 1.536
C -3.467 -0.802 2.769
C -4.765 -1.219 3.003
C -5.719 -1.117 1.998
C -5.365 -0.614 0.757
C -4.068 -0.176 0.525
H 2.827 2.188 4.224
H 4.957 1.325 5.075
H 5.753 -0.923 4.404
H 4.407 -2.269 2.828
H 4.136 -3.362 0.098
H 6.061 -2.680 -1.281
H 6.365 -0.308 -1.914
H 4.732 1.388 -1.153
H 2.825 0.713 0.271
H 2.376 -3.285 3.880
H 2.371 -5.712 4.307
H 2.039 -7.302 2.448
H 1.656 -6.454 0.156
H 1.681 -4.039 -0.284
H 1.164 1.768 5.276
H -0.758 2.793 6.347
H -2.950 2.893 5.187
H -3.215 1.789 3.010
H 0.550 1.288 -0.509
H 0.710 3.337 -1.936
H -1.219 4.876 -2.071
H -3.253 4.426 -0.770
H -3.406 2.418 0.655
H -2.719 -0.899 3.546
H -5.035 -1.620 3.971
H -6.741 -1.420 2.183
H -6.099 -0.550 -0.036
H -3.800 0.229 -0.442
N 0.476 -0.033 -5.352
C 1.361 -0.410 -4.199
C 0.469 -0.637 -2.983
N 1.166 -1.037 -1.765
H 1.017 0.167 -6.194
H -0.087 0.792 -5.118
H -0.182 -0.787 -5.560
H 2.070 0.400 -4.029
H 1.919 -1.309 -4.462
H -0.274 -1.402 -3.212
H -0.080 0.280 -2.762
H 1.900 -0.376 -1.522
H 1.630 -1.937 -1.883
Te -2.902 0.888 -3.291
C -3.109 2.460 -4.669
C -1.978 3.099 -5.184
C -2.102 4.167 -6.054
C -3.366 4.599 -6.440
C -4.496 3.952 -5.959
C -4.371 2.897 -5.069
H -0.992 2.772 -4.863
H -1.224 4.670 -6.437
H -3.473 5.443 -7.108
H -5.480 4.277 -6.269
H -5.256 2.405 -4.685
*
```

The expectation value of S² is 3.78. As for the orbital gap (spin up / spin down): 0.243 / 0.209 hartree. The value obtained for the HOMO energy (spin up / spin down) is -0.43457 / -0.44984 hartree. The energy relative to the best compared isomer or geometry (same formula, charge and spin) comes out at 0.738 eV. The value obtained for the LUMO energy (spin up / spin down) is -5.2 / -6.5 eV.

***

A 3-piece molecular cluster, C8H24BrN2O2 overall, computed with wB97M-V/def2-TZVPD.

Geometry as ORCA input:
```
! RIJCOSX wB97M-V def2-TZVPD def2/J DEFGRID3
* xyz 1 1
C -1.790 -0.497 2.430
C -1.232 0.819 2.954
C -1.967 1.453 4.143
O -2.365 0.528 5.111
C -3.314 1.105 6.010
N 0.253 0.548 3.286
H 0.561 1.410 3.712
H 0.508 -0.132 3.988
H 0.868 0.383 2.502
H -1.278 -1.037 1.633
H -2.753 -0.476 1.919
H -1.851 -1.346 3.111
H -1.116 1.593 2.195
H -2.850 1.850 3.642
H -1.508 2.345 4.570
H -2.855 1.806 6.706
H -3.732 0.428 6.756
H -4.178 1.618 5.588
C 0.650 1.310 -3.288
C 0.813 -0.096 -3.887
C 2.287 -0.494 -4.139
O 2.343 -1.798 -4.730
C 3.598 -2.351 -5.091
N 0.105 -1.110 -2.959
H -0.864 -0.877 -2.795
H 0.082 -2.089 -3.208
H 0.521 -1.006 -2.045
H 1.314 1.286 -2.424
H -0.293 1.725 -2.932
H 1.011 2.066 -3.985
H 0.230 -0.030 -4.805
H 2.993 -0.387 -3.315
H 2.647 0.068 -5.000
H 4.486 -2.385 -4.461
H 3.888 -1.872 -6.027
H 3.400 -3.332 -5.524
Br 1.387 -1.025 0.361
*
```

As for the orbital gap: 0.319 hartree. The value obtained for the HOMO energy is -0.40591 hartree. The energy relative to the best compared isomer or geometry (same formula, charge and spin) comes out at 1.544 eV. The value obtained for the LUMO energy is -2.4 eV.

***

One molecule with the formula C19H22N2O3, computed with wB97M-V/def2-TZVPD.

Geometry as ORCA input:
```
! RIJCOSX wB97M-V def2-TZVPD def2/J DEFGRID3
* xyz 0 1
C 5.912 0.670 -1.019
C 4.594 0.719 -0.295
C 4.161 1.892 0.314
C 2.934 1.934 0.986
C 2.151 0.813 1.052
C 2.543 -0.396 0.455
C 3.788 -0.426 -0.230
O 4.235 -1.530 -0.831
H 3.552 -2.240 -0.692
C 1.738 -1.609 0.508
O 2.106 -2.654 -0.027
C 0.398 -1.629 1.230
N -0.681 -1.549 0.258
C -1.952 -1.990 0.805
C -2.983 -2.024 -0.327
N -3.147 -0.729 -0.946
C -4.065 0.189 -0.453
C -4.319 1.369 -1.164
C -5.270 2.272 -0.737
C -6.012 2.030 0.407
C -5.786 0.862 1.112
C -4.828 -0.044 0.696
H -4.678 -0.934 1.287
H -6.355 0.652 2.006
H -6.757 2.737 0.738
H -5.440 3.172 -1.311
H -3.781 1.573 -2.077
C -1.869 -0.279 -1.454
C -0.824 -0.232 -0.333
H 0.137 0.078 -0.748
H -1.141 0.517 0.418
H -1.955 0.708 -1.903
H -1.536 -0.988 -2.218
H -3.943 -2.398 0.027
H -2.613 -2.706 -1.101
H -1.828 -2.994 1.217
H -2.299 -1.317 1.610
H 0.328 -2.611 1.707
H 0.322 -0.857 2.012
H 1.212 0.876 1.576
H 2.632 2.861 1.444
O 4.895 3.025 0.284
H 5.716 2.871 -0.202
H 5.932 1.379 -1.848
H 6.740 0.892 -0.342
H 6.061 -0.327 -1.420
*
```

As for the orbital gap: 0.291 hartree. Its SMILES is Cc1c(O)ccc(C(=O)CN2CCN(c3ccccc3)CC2)c1O. The value obtained for the HOMO energy is -0.28123 hartree. The energy relative to the best compared isomer or geometry (same formula, charge and spin) comes out at 1.623 eV. The value obtained for the LUMO energy is 0.3 eV.

***

A 2-piece molecular cluster, C3H8O2 overall, computed with wB97M-V/def2-TZVPD.

Geometry as ORCA input:
```
! RIJCOSX wB97M-V def2-TZVPD def2/J DEFGRID3
* xyz 0 1
O 2.994 -1.746 1.214
C 2.780 -0.562 1.281
H 2.369 -0.041 0.410
H 3.036 -0.033 2.205
C -1.421 -0.298 -0.596
O -0.255 -0.689 0.173
C -1.319 1.162 -1.007
H -2.322 -0.436 0.006
H -1.467 -0.982 -1.454
H -0.579 -1.051 1.008
H -2.127 1.746 -0.589
H -1.283 1.351 -2.067
H -0.405 1.578 -0.585
*
```

As for the orbital gap: 0.395 hartree. Its SMILES is C=O.CCO. The value obtained for the HOMO energy is -0.36272 hartree. The energy relative to the best compared isomer or geometry (same formula, charge and spin) comes out at 1.802 eV. The value obtained for the LUMO energy is 0.9 eV.

***

One molecule with the formula C7H8, computed with wB97M-V/def2-TZVPD.

Geometry as ORCA input:
```
! RIJCOSX wB97M-V def2-TZVPD def2/J DEFGRID3
* xyz 0 1
C 0.369 1.045 -2.142
C 0.155 0.414 -0.791
C 1.183 -0.227 -0.119
C 0.946 -0.874 1.089
C -0.316 -0.811 1.647
C -1.364 -0.184 0.987
C -1.113 0.446 -0.223
H 1.196 0.597 -2.685
H 0.481 2.128 -2.097
H -0.518 0.865 -2.754
H 2.207 -0.066 -0.440
H 1.731 -1.323 1.682
H -0.518 -1.326 2.578
H -2.381 -0.273 1.346
H -1.932 0.934 -0.736
*
```

As for the orbital gap: 0.373 hartree. Its SMILES is Cc1ccccc1. The value obtained for the HOMO energy is -0.33226 hartree. The energy relative to the best compared isomer or geometry (same formula, charge and spin) comes out at 0.059 eV. The value obtained for the LUMO energy is 1.1 eV.

***

Calculated total energy
In order: -68302.61904; -196399.10490; -7863.35854; -112125.77282; -122735.07137; -85795.40898; -29182.92785; -7334.24858; -7388.68776
Unit: eV